[1]
{
  "formula": "C17H25F3N4O3",
  "method": "ωB97M-V/def2-TZVPD",
  "smiles": "CCCNC(=O)[C@H](c1n[nH]cc1C)N1CC[C@@H](C(F)(F)F)C[C@H]1C(=O)OC",
  "homo_ev": -8.7386,
  "energy_ev": -38291.7289,
  "lumo_ha": 0.0246,
  "de_lowest_kj_mol": 22.4,
  "multiplicity": 1,
  "species": ["F", "F", "F", "O", "O", "O", "N", "N", "N", "N", "C", "C", "C", "C", "C", "C", "C", "C", "C", "C", "C", "C", "C", "C", "C", "C", "C", "H", "H", "H", "H", "H", "H", "H", "H", "H", "H", "H", "H", "H", "H", "H", "H", "H", "H", "H", "H", "H", "H", "H", "H", "H"],
  "xyz": [[-1.901, -3.582, 3.215], [-0.424, -4.973, 2.465], [-2.309, -4.736, 1.432], [0.407, 2.490, -1.604], [-3.083, 0.541, 0.283], [-2.034, 0.556, -1.704], [2.449, 1.898, 1.156], [2.936, 2.391, 2.300], [1.553, 0.533, -1.612], [-0.101, -0.233, 0.710], [1.160, 1.722, 1.395], [-0.558, 2.038, 3.320], [0.747, 1.460, -1.050], [2.218, 0.747, -2.887], [-1.796, -1.987, 0.767], [-2.855, 1.655, -2.128], [-1.345, -4.065, 2.089], [0.390, -2.255, 1.967], [1.990, 2.521, 3.259], [1.669, -0.142, -3.995], [0.950, -1.163, 1.067], [-2.210, 0.148, -0.446], [0.807, 2.090, 2.713], [0.233, 1.147, 0.367], [-1.153, -0.880, -0.063], [0.212, 0.158, -4.318], [-0.737, -2.980, 1.234], [0.001, -1.799, 2.880], [-3.907, 1.386, -2.063], [1.403, -1.664, 0.188], [0.097, 1.193, -4.645], [-0.693, 1.725, 0.439], [-2.559, -2.492, 0.171], [1.854, -0.238, -1.042], [-2.656, 2.522, -1.501], [3.910, 2.628, 2.353], [2.074, 1.797, -3.139], [2.224, 2.905, 4.238], [-0.509, 2.067, 4.408], [-0.320, -3.504, 0.366], [1.181, -2.956, 2.238], [3.288, 0.573, -2.753], [-1.077, 1.125, 3.024], [-0.756, -1.298, -1.003], [1.748, -0.623, 1.574], [-2.561, 1.857, -3.152], [-0.160, -0.494, -5.109], [2.293, 0.000, -4.882], [-1.168, 2.882, 2.991], [-0.417, 0.020, -3.437], [1.782, -1.191, -3.702], [-2.285, -1.521, 1.623]],
  "forces_ev_per_a": [[-0.013, 0.020, 0.029], [0.026, -0.027, 0.009], [-0.024, -0.019, -0.018], [0.036, 0.027, -0.002], [0.134, 0.043, -0.049], [-0.010, 0.037, 0.037], [0.005, 0.044, 0.000], [0.019, -0.023, -0.025], [0.013, -0.059, -0.016], [-0.038, 0.002, 0.007], [0.019, -0.029, 0.038], [0.008, 0.023, 0.015], [-0.095, -0.026, -0.005], [0.002, -0.007, 0.036], [0.017, 0.004, -0.052], [-0.005, -0.018, 0.052], [0.004, 0.032, -0.012], [0.029, -0.038, -0.041], [0.009, -0.019, 0.006], [0.025, -0.008, -0.034], [0.076, -0.059, 0.063], [-0.174, -0.108, 0.027], [-0.013, 0.014, -0.010], [0.023, 0.051, -0.011], [-0.033, 0.035, -0.039], [-0.012, -0.012, 0.029], [-0.001, -0.005, 0.026], [0.013, -0.004, 0.016], [0.001, 0.000, -0.014], [-0.048, 0.039, -0.035], [-0.003, 0.004, -0.005], [0.002, -0.015, -0.028], [-0.006, 0.001, 0.019], [0.027, 0.059, 0.008], [0.007, 0.007, -0.015], [-0.016, 0.001, 0.026], [0.020, 0.010, -0.016], [0.002, 0.008, 0.004], [0.004, 0.002, 0.000], [0.011, 0.019, -0.006], [-0.015, 0.007, 0.017], [0.000, 0.015, -0.005], [0.001, -0.001, 0.003], [0.028, -0.004, 0.012], [-0.015, 0.001, 0.025], [-0.007, 0.009, -0.011], [-0.003, -0.002, -0.004], [-0.014, -0.010, -0.003], [-0.012, -0.011, -0.005], [0.020, 0.008, -0.046], [0.000, -0.002, -0.007], [-0.024, -0.016, 0.009]]
}


[2]
{
  "formula": "C14H43N4O5",
  "method": "ωB97M-V/def2-TZVPD",
  "homo_ev": -11.6562,
  "charge": 1,
  "energy_ev": -31406.1089,
  "lumo_ha": -0.0678,
  "de_lowest_kj_mol": 59.4,
  "multiplicity": 1,
  "species": ["O", "O", "O", "O", "O", "N", "N", "N", "N", "C", "C", "C", "C", "C", "C", "C", "C", "C", "C", "C", "C", "C", "C", "H", "H", "H", "H", "H", "H", "H", "H", "H", "H", "H", "H", "H", "H", "H", "H", "H", "H", "H", "H", "H", "H", "H", "H", "H", "H", "H", "H", "H", "H", "H", "H", "H", "H", "H", "H", "H", "H", "H", "H", "H", "H", "H"],
  "xyz": [[-0.566, 0.000, 4.155], [1.276, 0.980, 0.618], [-3.130, 1.203, -2.477], [-0.713, 3.422, -2.326], [1.165, -0.649, -2.531], [-0.826, 0.544, -1.054], [1.744, -1.529, 2.460], [-1.446, -1.880, -2.954], [-1.336, -0.652, 1.572], [2.607, -0.384, 2.178], [-0.313, -3.886, -3.704], [2.339, 0.080, -2.840], [1.515, 2.340, 0.884], [-0.158, -2.595, -2.961], [4.068, -0.742, 2.430], [-2.919, -1.342, 3.299], [0.967, -1.701, -3.460], [0.190, 0.747, 5.069], [-3.012, 2.651, -2.471], [-2.327, -0.130, 2.553], [-1.802, 3.194, -3.222], [-1.566, 0.793, 3.503], [2.433, 0.191, 0.765], [1.646, 2.611, 1.938], [-2.072, 4.136, -3.702], [-2.145, 1.282, 4.293], [0.586, -4.516, -3.654], [2.233, -2.409, 2.566], [0.751, 1.565, 4.593], [-1.459, 2.530, -4.014], [3.249, -0.515, -2.927], [-0.384, -0.625, 1.918], [-2.097, -2.508, -2.497], [-3.513, -0.796, 4.052], [1.350, -1.363, 3.380], [-0.275, -0.185, -1.562], [-3.671, -1.889, 2.739], [0.803, -1.370, -4.496], [-1.790, -1.692, -3.888], [0.826, 3.034, 0.404], [-2.160, -1.875, 3.859], [1.895, -2.282, -3.539], [-1.082, 0.179, -0.105], [-1.045, -4.534, -3.221], [2.527, 0.818, -2.059], [-3.101, 0.337, 1.940], [-1.659, 0.674, -1.659], [-1.603, -1.598, 1.345], [-0.420, 1.248, 5.825], [4.484, -1.479, 1.736], [3.346, 0.674, 0.405], [2.497, 2.650, 0.495], [0.962, 0.141, 5.538], [0.089, -2.752, -1.904], [-3.469, 1.006, -3.354], [-0.480, -3.701, -4.765], [-0.735, 4.288, -1.914], [-0.944, 1.537, 2.984], [-3.948, 2.929, -2.968], [2.246, 0.725, -3.719], [2.350, -0.713, 0.150], [4.759, 0.105, 2.378], [4.229, -1.165, 3.423], [-0.225, 1.347, -0.915], [2.372, 0.415, 2.889], [-3.115, 3.079, -1.475]],
  "forces_ev_per_a": [[-0.074, -0.527, 0.285], [-0.083, 0.425, -0.200], [0.546, 0.598, 0.456], [0.577, -0.687, -0.048], [0.565, -0.115, -0.744], [-0.110, -1.064, -0.365], [-0.771, 0.392, 0.387], [0.252, 0.399, 0.627], [-0.304, 0.833, -0.750], [1.180, 0.350, 0.341], [1.377, -1.057, -0.026], [0.264, 1.355, 0.366], [1.583, 1.006, 0.144], [-0.204, 0.718, 0.282], [0.968, 0.006, 0.070], [-1.032, 2.521, 1.259], [0.150, -0.843, -0.354], [0.464, 0.851, -0.015], [-1.450, -0.332, -1.314], [1.184, -1.616, -0.601], [-0.132, 0.835, 0.821], [1.021, -0.063, 0.178], [0.279, -1.722, 0.290], [-0.649, -0.380, 0.208], [-0.107, 0.005, -0.037], [-0.430, -0.007, -0.335], [0.161, 0.298, -0.053], [0.348, 0.117, -0.373], [-0.134, 0.005, -0.361], [0.007, -0.219, 0.145], [-0.208, -0.428, -0.054], [-0.043, -0.432, 0.145], [-0.323, 0.220, -0.143], [-0.171, -0.667, 0.275], [-0.381, -0.154, -0.139], [-0.078, 0.599, 0.473], [0.500, -0.420, -0.283], [-0.305, 0.475, 0.188], [0.075, -0.209, -0.096], [-0.554, -0.492, 0.082], [-0.024, -0.427, -0.398], [-0.058, -0.139, 0.244], [-0.075, -0.167, 0.120], [-0.487, 0.302, -0.366], [-0.206, -0.292, 0.362], [-0.084, 0.508, 0.580], [0.193, 0.348, 0.357], [0.370, -0.194, 0.029], [-0.164, -0.310, 0.172], [-0.354, -0.050, -0.180], [-0.119, 0.495, 0.226], [-0.038, -0.231, -0.345], [-0.333, -0.395, 0.072], [-0.088, -0.304, -0.060], [0.018, -0.387, 0.050], [-0.465, -0.154, 0.059], [-0.310, 0.129, -0.231], [-0.738, 0.338, -0.403], [0.268, 0.666, -0.118], [-0.267, -0.462, -0.401], [-0.440, 0.234, -0.329], [-0.271, 0.173, -0.110], [-0.310, -0.002, 0.050], [-0.182, 0.212, -0.332], [-0.221, -0.018, -0.012], [0.425, -0.448, 0.236]]
}


[3]
{
  "formula": "C5H9NO2",
  "method": "ωB97M-V/def2-TZVPD",
  "smiles": "CC(=O)N(C)CC=O",
  "homo_ev": -9.2942,
  "energy_ev": -10915.2391,
  "lumo_ha": 0.0261,
  "de_lowest_kj_mol": 129.0,
  "multiplicity": 1,
  "species": ["O", "O", "N", "C", "C", "C", "C", "C", "H", "H", "H", "H", "H", "H", "H", "H", "H"],
  "xyz": [[-2.273, -0.080, -2.387], [0.589, 2.119, 0.057], [0.624, -0.094, -0.322], [-1.499, 0.269, -1.540], [-0.032, 0.796, 1.927], [0.840, -1.427, 0.267], [-0.012, -0.025, -1.630], [0.462, 0.997, 0.513], [0.641, 0.119, 2.469], [-0.995, 0.287, 1.951], [0.058, -0.998, -2.119], [0.546, 0.631, -2.290], [0.936, -2.145, -0.536], [1.775, -1.351, 0.801], [0.140, -1.673, 1.071], [-1.814, 0.806, -0.626], [0.012, 1.768, 2.395]],
  "forces_ev_per_a": [[-0.143, 0.074, 0.073], [-0.187, -0.058, 0.092], [-0.505, -0.892, 0.504], [0.400, 0.186, -0.253], [1.343, -0.727, 0.115], [0.182, 1.221, 0.499], [0.479, -0.475, -0.094], [-0.383, 0.561, -0.760], [-0.025, 0.187, 0.032], [-0.207, 0.363, -0.090], [0.071, -0.067, 0.148], [-0.308, 0.554, -0.073], [-0.219, -0.271, 0.185], [0.610, -0.338, -0.024], [-0.497, -0.385, -0.575], [-0.177, 0.003, 0.006], [-0.435, 0.061, 0.215]]
}